# 1
# C25H37F5N2O18PS

A cluster of 6 separate species, C25H37F5N2O18PS in total (ωB97M-V/def2-TZVPD, the OMol25 dataset).

Last column: Löwdin charge in e.
Atoms and positions in Å:
C: -1.17404 1.94842 -2.39944  -0.184
H: -4.06788 3.19287 3.19097  0.111
H: -6.52728 -3.25912 -4.80140  0.154
O: -3.83942 5.56515 1.57281  -0.014
H: -0.63451 -4.27806 -0.97353  0.166
N: -2.04574 4.34357 0.41789  -0.156
C: -2.33674 -1.45184 -0.67898  -0.228
C: -3.28856 4.36533 1.33066  -0.301
C: 0.53534 -5.79140 0.07552  -0.072
O: 1.78092 7.56672 -1.97959  0.153
P: 2.15795 -0.24329 0.14246  0.777
O: 2.08775 -3.74375 4.69209  0.152
S: 0.33563 -0.23172 -1.06615  0.818
H: 0.61084 -1.48226 5.32535  0.151
O: 0.40076 6.37158 -0.64659  0.044
H: 6.73513 -3.51423 4.80796  0.183
H: 1.07925 1.63481 -2.55089  0.128
O: 4.27377 -1.77417 2.52567  0.087
H: -0.99672 3.62670 2.30279  0.130
C: 1.41241 8.38405 -0.89190  -0.324
O: 5.15300 -3.88549 2.53836  0.088
C: -0.92642 3.59472 1.11229  -0.104
C: 6.44598 -4.37885 2.82603  -0.062
O: 6.38405 -2.15303 3.30854  0.158
F: -5.19393 -4.65228 -6.36675  0.091
H: 0.20622 7.83421 0.81097  0.152
H: 6.39416 -5.36830 3.28832  0.153
C: 2.44692 -2.38278 4.61694  -0.331
O: 1.68990 0.59504 1.61719  -0.392
H: -1.73814 4.17052 -2.99501  0.134
H: -2.02687 -2.15242 -1.67249  0.169
F: 2.50957 9.05192 -0.47016  0.089
O: 1.73725 -6.35589 -3.05974  0.156
H: -0.36954 -6.08844 0.61250  0.152
H: 0.12958 3.95701 0.72690  0.090
C: -1.02072 -0.59951 0.17087  -0.312
H: -3.33279 2.02639 1.79870  0.064
C: -1.41362 3.56514 -2.04405  -0.135
H: -3.46629 0.45948 -0.29529  0.074
C: -3.82080 -0.55438 -0.75912  0.012
H: -3.94207 -0.81808 -1.89258  0.111
H: 2.96544 1.66811 -0.98151  0.039
H: 3.17643 -2.23836 3.81290  0.114
O: -3.83703 -0.52584 -5.44765  0.138
C: 0.98724 6.46370 -1.87908  -0.494
O: 0.52962 -4.92129 3.51085  0.137
C: 6.98661 -3.34644 3.75529  -0.322
C: 0.25177 1.54567 -1.69822  -0.400
H: 7.02045 -4.45486 1.89673  0.155
O: 0.41961 -2.64039 3.63852  0.061
C: 0.38037 -4.47920 -0.61426  -0.334
H: 0.64227 9.09490 -1.20984  0.183
H: -3.47562 4.22298 -1.24654  0.157
C: 0.95531 7.40832 0.13801  -0.069
F: 8.32583 -3.22560 3.61543  0.092
H: -3.65127 -4.28895 -5.13227  0.177
C: -2.52397 3.64023 -0.83987  -0.180
O: -3.55871 -1.85941 0.20663  -0.139
H: 0.59271 2.29748 -0.83579  0.080
C: -4.56105 -3.81442 -5.51522  -0.331
H: -2.08727 1.28168 -2.09367  0.097
F: 0.79782 -3.46595 0.17741  0.041
F: 2.98873 -2.01932 5.80100  0.086
C: -3.94039 3.01906 2.02460  -0.037
H: 1.77959 7.00820 0.73789  0.149
O: 0.81505 5.66000 -2.78035  0.126
H: -1.51477 0.33690 0.67019  0.084
O: -4.99693 -2.03597 -4.18076  0.051
C: -4.31349 -1.63859 -5.29722  -0.505
H: -2.89269 2.57337 -0.52209  0.087
H: 2.00053 1.56785 1.57415  0.082
C: 1.14586 -1.69089 4.39282  -0.067
O: -4.22329 -2.63967 -6.21720  0.150
N: 3.41725 0.78684 -0.59371  -0.199
H: -1.02125 2.46423 0.81131  0.057
H: -1.04583 1.92065 -3.57856  0.136
H: 1.37898 -5.80598 0.77369  0.150
C: 0.97412 -3.85992 3.91554  -0.494
H: -5.46319 -3.95928 -3.56019  0.147
O: 0.80015 -6.67248 -0.99758  0.085
O: 1.26050 -4.57740 -1.71090  0.133
H: -0.66368 -1.40948 0.95272  0.106
H: 3.98126 1.14850 0.22445  0.066
C: 1.30548 -5.90566 -2.01153  -0.499
C: 5.19368 -2.53755 2.76831  -0.483
H: -5.02454 2.83830 1.57377  0.111
C: -5.49087 -3.33164 -4.45501  -0.073
H: 1.26216 -0.75577 3.83838  0.123
H: -0.39322 4.05904 -1.67969  0.090

Output
- Net charge: +1
- 2S+1: 1
- HOMO-LUMO gap: 8.81 eV
- HOMO level: -12.12 eV

***

# 2
# C5H9NO

A cluster of 2 separate species, C5H9NO in total (ωB97M-V/def2-TZVPD, the OMol25 dataset).

Last column: natural (NBO) charge in e.
Atoms and positions in Å:
H: 0.08984 -3.57637 -0.27954  0.201
H: 0.34901 -2.93836 1.36063  0.170
H: -0.44980 0.94347 -1.85404  0.234
N: 0.38667 3.02751 1.40070  -0.354
H: 0.53055 -0.51681 1.54583  0.185
C: -0.58822 1.98739 -1.55660  -0.529
H: -1.23682 -2.75368 0.56925  0.170
H: -0.06565 2.84599 -2.03044  0.221
C: 0.50700 2.05277 0.78824  0.244
H: 1.51772 0.70800 -0.49669  0.249
H: -1.55117 2.40166 -1.19656  0.218
C: 0.50526 0.93979 -0.11655  -0.324
H: -1.06341 -0.34459 0.78928  0.177
O: 0.28969 -1.54277 -0.21563  -0.541
C: 0.01021 -0.39850 0.56858  -0.069
C: -0.14919 -2.74784 0.39528  -0.252

Output
- 2S+1: 1
- HOMO-LUMO gap: 9.99 eV
- HOMO level: -9.46 eV

***

# 3
# C38H33CoO4P2S

A structure of composition C38H33CoO4P2S (ωB97M-V/def2-TZVPD, the OMol25 dataset).

Last column: Löwdin charge in e.
Atoms and positions in Å:
C: -0.29261 -1.16244 2.17088  -0.336
C: -0.15700 2.84778 -2.15148  -0.381
C: -0.32441 -3.44451 2.94408  -0.050
C: -0.31280 1.71625 1.51212  -0.283
C: 0.37771 -2.83458 -5.04734  -0.040
H: 1.12460 -4.28362 -0.13529  0.099
H: -2.04329 -2.43082 2.18740  0.126
H: -0.70229 4.85935 -2.65917  0.121
H: 4.28716 2.12713 0.90260  0.118
H: 2.46526 -3.20421 -4.72818  0.120
H: 0.30421 -3.52584 -5.87566  0.120
H: 1.55231 -4.21309 3.64619  0.121
H: 2.40682 3.06486 -4.99058  0.126
H: 0.40646 1.13470 3.45055  0.115
C: 0.88670 4.10914 -3.90043  -0.024
C: 1.07254 -1.09284 2.42452  -0.087
C: -4.82549 1.61523 2.54927  -0.047
C: -0.05021 4.02324 -2.88002  -0.061
C: 1.68060 3.01223 -4.19087  -0.017
H: -0.86749 -4.35885 3.14104  0.124
H: 1.63727 -0.19623 2.20123  0.093
O: -2.14561 1.54917 -0.97998  -0.565
C: 1.03604 -3.36219 3.22274  -0.034
H: 4.24967 -2.15098 0.76543  0.121
H: 2.78984 -2.12779 3.16643  0.116
H: 5.29800 -0.04375 1.51961  0.120
H: 2.16948 -2.09720 -0.54622  0.094
C: 0.40747 1.90928 2.69531  -0.064
C: 3.82522 1.20254 0.58378  -0.050
C: 0.62567 1.72708 -2.43020  -0.300
C: 1.59278 -2.65576 -4.40055  -0.041
H: 2.26676 2.19802 -0.47958  0.101
H: 2.15844 0.98107 -3.73438  0.119
H: 0.98104 5.02217 -4.47149  0.127
C: -0.98732 -2.35226 2.41656  -0.100
H: -3.69707 1.56676 0.74092  0.082
C: -4.89938 1.21285 3.87710  -0.041
C: -0.74292 -2.12253 -4.64017  -0.040
C: 0.09518 -4.09442 -0.42339  0.003
C: 1.11596 3.07563 2.92765  -0.021
C: 1.69844 -1.77379 -3.33449  -0.070
C: -3.74368 1.24558 1.77098  -0.087
C: 3.80317 -1.20024 0.50621  -0.065
C: 1.73031 -2.19222 2.95677  -0.047
H: -5.61473 2.21859 2.12191  0.118
H: -1.51488 -0.64698 -3.29931  0.111
O: -3.46360 -0.69127 -0.58407  -0.033
H: -4.13825 -0.16611 -1.03102  0.119
H: -5.74803 1.49940 4.48301  0.120
C: 0.57775 -1.05973 -2.92422  -0.356
C: -0.63971 -1.23439 -3.58343  -0.091
H: 0.32664 4.75026 0.10304  0.123
Co: -1.55516 -0.30203 -0.75146  0.214
C: -3.88206 0.45211 4.42746  -0.046
H: -3.57093 -1.65939 -0.72983  0.093
C: 4.39155 -0.01696 0.93007  -0.044
H: -1.68768 -2.25477 -5.14860  0.120
H: -0.10529 -4.47989 -1.42132  0.107
C: -1.27876 -2.18418 -0.57013  -0.521
C: -2.72427 0.45778 2.31307  -0.305
C: 2.67906 1.23987 -0.19254  -0.080
C: 2.64044 -1.17247 -0.24667  -0.100
P: 0.53438 0.11696 -1.55596  1.136
O: -0.05200 -2.65385 -0.42490  -0.135
O: -2.24870 -2.91343 -0.68494  0.053
C: 1.11229 4.08996 1.98138  -0.026
P: -1.21920 0.14178 1.35557  1.148
C: -0.33225 2.76463 0.59151  -0.365
H: 1.66212 5.00454 2.15463  0.127
H: -0.59317 -4.54139 0.28911  0.095
H: -2.00010 -0.49936 4.10620  0.108
H: 1.66163 3.19592 3.85347  0.127
S: -1.38280 2.85766 -0.86558  1.138
C: 0.36891 3.94113 0.82354  -0.072
C: 2.07432 0.05227 -0.60878  -0.319
H: 2.64971 -1.64396 -2.83662  0.109
C: 1.54147 1.83100 -3.47321  -0.041
C: -2.79407 0.07567 3.65370  -0.066
H: -3.92817 0.15077 5.46496  0.120

Output
- Net charge: +2
- 2S+1: 1
- HOMO-LUMO gap (spin up / spin down): 7.70 / 7.71 eV
- HOMO level (spin up / spin down): -14.39 / -14.39 eV

***

# 4
# C28H35N8O5RbS

A structure of composition C28H35N8O5RbS (ωB97M-V/def2-TZVPD, the OMol25 dataset).

Last column: Löwdin charge in e.
Atoms and positions in Å:
H: 8.64629 3.84195 1.68678  0.091
N: 2.42872 2.71199 -0.29292  0.015
H: -1.70223 -3.12572 2.28517  0.102
C: 1.00601 -2.87224 2.02708  -0.260
C: -1.51808 4.61032 -1.82127  -0.058
H: 1.48987 -4.50432 -0.99445  0.103
C: 7.12630 0.34821 2.24006  -0.048
C: 6.91809 2.61781 1.44980  -0.040
C: -0.85864 5.43071 -2.72293  -0.094
N: 4.29312 2.01471 0.69166  0.013
N: 5.06003 1.06783 1.27873  -0.039
N: -0.05674 -1.88244 2.00651  -0.079
C: -0.97672 -3.76564 -1.55465  -0.235
C: -4.06328 -2.40009 -1.07105  -0.213
H: 10.01677 2.05914 2.73893  0.080
C: 1.18944 -3.59114 -0.44792  -0.240
O: -3.23175 1.66040 -0.02454  -0.164
H: 0.49868 -2.42589 -1.95520  0.106
C: 0.57826 3.60616 -1.20268  -0.251
C: -4.17617 -1.51364 1.36353  -0.215
O: -4.84462 1.31696 -4.47629  0.028
H: -4.44554 -3.27289 -1.62489  0.104
C: -2.03221 -3.01065 -2.35869  -0.220
N: -2.76477 -2.02717 -1.59681  -0.081
C: -3.97558 1.77007 -1.04232  -0.352
H: -3.03946 0.17228 1.48491  0.063
H: 6.69090 -0.63217 2.39456  0.103
C: -4.11177 -2.72728 0.42773  -0.172
S: 2.44258 0.03038 0.54698  0.477
C: -3.63059 1.33344 -2.38254  -0.358
H: -1.45512 -4.17574 -0.66099  0.100
C: -2.24995 -1.13796 2.86804  -0.227
O: -5.94449 2.79857 -0.08821  0.023
C: -5.33166 2.34242 -1.04878  -0.335
H: 6.31104 3.38408 0.99083  0.093
C: 8.22254 2.85648 1.84432  -0.119
O: -6.93376 2.61850 -2.85635  0.044
H: 1.08549 -3.33811 3.02684  0.104
H: -2.96958 -1.41105 3.66032  0.105
N: 1.21501 2.55416 -0.46623  0.002
N: 0.11554 -2.90133 -1.14538  -0.080
H: -0.61823 -4.62766 -2.15007  0.110
H: 1.03983 5.97471 -3.57161  0.091
H: -4.86732 -0.78550 0.92807  0.122
C: -4.76822 1.59241 -3.28387  -0.328
H: 1.94698 -2.34989 1.83978  0.062
H: -0.96012 -2.58799 3.79324  0.108
C: 3.09941 1.63120 0.35290  -0.838
H: 2.31659 4.33260 -2.20533  0.098
C: 8.42992 0.60757 2.62558  -0.128
H: 9.01277 -0.18358 3.08390  0.090
C: 1.24426 4.43553 -2.10080  -0.042
H: -4.76124 -1.57941 -1.26528  0.122
C: 0.52504 5.34385 -2.85657  -0.102
C: -1.22834 -2.26518 2.76851  -0.235
H: -2.59557 4.65006 -1.72274  0.113
H: -5.02180 -3.31429 0.60430  0.100
H: -1.42211 6.12169 -3.33759  0.095
C: -0.79903 3.70109 -1.05889  -0.028
Rb: -0.89626 0.19936 -0.52200  0.774
H: 4.64606 0.14068 1.37092  0.042
H: -1.31372 3.04747 -0.36641  0.076
H: -3.26203 -3.36420 0.69177  0.087
C: 0.85252 -3.98542 0.99227  -0.179
N: -2.92698 -0.82377 1.63254  -0.088
C: -5.84333 2.24170 -2.45886  -0.310
H: -4.62239 -1.84379 2.31731  0.103
H: -1.73014 -0.23693 3.21228  0.122
H: 1.53980 -4.78975 1.27780  0.103
C: 6.34992 1.35133 1.64473  -0.252
H: 0.30789 -0.98929 2.31782  0.068
H: -2.79718 -1.13204 -2.07545  0.047
H: 2.05340 -2.92125 -0.42903  0.095
H: -2.71256 -3.75854 -2.79894  0.107
H: -1.54143 -2.50318 -3.19675  0.123
O: -2.54177 0.78849 -2.71098  -0.154
C: 8.99716 1.86148 2.43431  -0.143
H: -0.15374 -4.41065 1.04542  0.093

Output
- Net charge: -2
- 2S+1: 1
- HOMO-LUMO gap: 4.68 eV
- HOMO level: -1.14 eV

***

Number 3 is which compound? C38H33CoO4P2S

***

Look up the 2S+1 of the second one. 1

***

What is the 2S+1 in the fourth record? 1